[1]
24
Properties=species:S:1:pos:R:3:forces:R:3:lowdin_charge:R:1 method="wB97M-V/def2-TZVPD" e_above_lowest_kcal_mol=8.3 e_tot_ev=-11607.276 gap_ev=9.2 smiles=Cc1ccc(O)cc1.CC
C -1.017006 -1.431933 -2.938007 1.0 0.2 0.0 -0.17
C -1.896192 -1.314300 -1.713204 -0.1 0.6 0.6 -0.17
H 0.036112 -1.592471 -2.664152 -0.2 -0.1 0.2 0.05
H -1.263554 -2.272935 -3.581820 -0.3 0.1 -0.1 0.06
H -0.981038 -0.510059 -3.518701 -0.3 0.0 -0.1 0.07
H -2.053311 -2.275449 -1.229666 -0.2 -0.1 0.0 0.06
H -1.487641 -0.644673 -0.946270 0.4 -0.2 -0.2 0.04
H -2.843224 -0.817425 -1.909487 -0.4 -0.4 -0.4 0.06
C 0.710190 -1.039256 2.945928 -0.8 0.4 -0.1 -0.06
C 0.866338 0.544519 -0.505675 0.8 -0.5 -0.2 -0.04
C 0.851152 1.895924 -0.203169 -0.5 0.3 0.5 -0.32
C 0.870685 -0.413801 0.496219 -0.5 0.5 0.8 -0.05
C 0.753362 -0.015350 1.835386 -0.2 -0.4 -0.2 -0.28
C 0.546392 2.289151 1.099645 0.0 -0.3 -0.2 -0.02
C 0.524003 1.327420 2.101563 0.5 0.0 0.0 -0.06
O 1.121849 2.781524 -1.206947 -0.3 -0.1 -0.4 0.05
H 0.976405 0.244586 -1.535099 0.0 0.0 -0.2 0.10
H 0.858810 -1.481701 0.301854 0.2 0.1 -0.3 0.12
H 0.274040 3.305958 1.338406 0.3 0.3 0.0 0.11
H 0.798366 3.665493 -1.008313 0.0 -0.1 0.2 0.10
H 0.488912 -0.529633 3.882521 0.5 -0.1 0.2 0.07
H 1.581754 -1.681772 3.015501 0.2 0.1 0.1 0.08
H 0.442625 1.646175 3.133112 -0.3 0.0 0.0 0.11
H -0.159029 -1.679992 2.810377 0.0 -0.3 -0.2 0.08

[2]
184
Properties=species:S:1:pos:R:3:forces:R:3:lowdin_charge:R:1 method="wB97M-V/def2-TZVPD" e_above_lowest_kcal_mol=0.0 e_tot_ev=-122798.103 gap_ev=1.8 charge=+10
C 1.568881 -1.197107 0.752736 2.2 -4.7 0.5 -0.42
O 1.061481 -1.595237 -0.567194 0.8 1.7 0.4 -0.16
O 2.573581 -2.154137 1.162876 -2.5 3.5 -1.4 -0.31
C 1.935841 0.301983 0.689976 2.1 0.5 0.9 -0.53
F 2.274311 0.758653 -0.538714 -0.7 -0.2 -0.3 0.10
F 0.935281 1.045503 1.173676 -0.9 0.5 -0.3 0.11
F 3.019441 0.735463 1.435626 -0.6 -1.1 -0.1 0.07
C -0.154999 -1.039607 -1.070874 0.3 -2.1 0.3 -0.30
C -0.187129 -1.734047 -2.387904 -0.2 0.0 -1.8 -0.09
H -1.191619 -2.069227 -2.646294 0.0 0.2 -0.5 0.07
H 0.261231 -1.071267 -3.128034 -0.6 0.2 -0.5 0.07
H 0.483071 -2.586607 -2.497724 -0.2 -0.2 0.7 0.07
H -0.339839 0.024013 -1.221354 0.9 0.4 0.5 0.11
H -0.995179 -1.417647 -0.488384 -0.2 0.1 0.6 0.10
H 0.667701 -1.398497 1.331886 -0.2 1.0 0.9 0.12
C -8.413669 -3.213947 3.436186 -0.2 -0.5 -0.7 0.05
N -7.078439 -3.378077 2.756756 -0.9 0.3 0.6 -0.07
C -6.954069 -3.226897 1.406106 0.8 -0.3 2.2 0.04
C -5.690819 -3.424497 0.879576 1.2 -1.5 -0.5 0.06
C -4.645649 -4.064197 1.627716 -2.4 0.5 1.3 -0.08
C -4.948299 -4.256427 2.989086 1.7 -0.4 0.0 0.03
C -6.078009 -3.816607 3.561916 -1.8 0.4 -1.1 0.01
C -3.414539 -4.651647 1.095366 0.0 0.4 0.1 -0.15
C -2.252709 -4.676317 1.821146 0.7 -0.1 1.5 0.05
C -1.128569 -5.250777 1.299736 0.6 -0.3 -0.5 0.02
N -1.153289 -5.778637 0.081376 0.4 0.5 -2.3 -0.05
C -2.254289 -5.701267 -0.711774 1.0 -0.4 0.7 0.06
C -3.391289 -5.202837 -0.155954 -1.4 0.2 -1.1 0.05
C 0.146791 -6.195007 -0.567494 -0.9 -0.7 -0.1 0.07
H -8.370129 -2.474857 4.236146 0.2 -0.2 -0.1 0.11
H -8.699899 -4.205407 3.787136 0.1 0.2 0.4 0.12
H -9.185769 -2.950457 2.713326 0.3 0.3 -0.1 0.11
H -7.899639 -3.024217 0.925256 0.3 0.3 -0.5 0.15
H -5.517189 -3.327647 -0.181964 -0.3 0.3 -0.1 0.12
H -4.377739 -4.806257 3.722946 0.9 -0.1 -0.5 0.15
H -6.266199 -3.955227 4.616326 -0.3 0.1 0.0 0.17
H -2.148719 -4.355757 2.847226 -0.3 0.4 0.0 0.14
H -0.143559 -5.263587 1.742446 -0.2 0.0 0.5 0.16
H -2.138749 -6.007687 -1.740924 -0.2 -0.3 0.0 0.17
H -4.335489 -5.205577 -0.680254 0.2 -0.2 -0.5 0.14
H 0.673071 -5.309767 -0.924514 0.2 0.0 0.6 0.11
H -0.073389 -6.783597 -1.458114 -0.2 0.0 0.0 0.11
H 0.613751 -6.884937 0.135386 0.5 0.5 -0.1 0.11
C 2.338821 4.918533 -3.150074 1.0 0.2 1.5 0.08
N 3.278471 5.261383 -1.976714 0.7 -0.4 -1.2 -0.07
C 2.905111 5.234163 -0.684274 -0.7 -0.7 -0.5 -0.02
C 3.754351 5.492783 0.349526 2.0 1.8 -0.5 0.07
C 5.076181 6.034663 0.009736 -2.4 -1.3 -0.9 -0.09
C 5.449341 5.999153 -1.346124 -0.7 -0.6 1.1 0.08
C 4.559751 5.497163 -2.320814 0.8 1.1 1.4 0.04
C 5.976331 6.619623 1.016676 -2.4 1.1 0.2 -0.17
C 5.462911 7.646093 1.813736 -0.2 1.3 1.8 0.07
C 6.217131 8.255283 2.814586 -0.2 -0.3 -1.5 0.05
N 7.476501 7.857783 2.942956 0.9 -0.6 1.3 -0.08
C 7.991281 6.913513 2.189266 0.6 -1.0 -0.5 0.04
C 7.260071 6.277233 1.191756 2.4 -0.2 0.2 0.05
C 8.292061 8.373753 4.048266 0.4 1.7 0.6 0.05
H 2.122771 5.858193 -3.658464 0.2 -0.3 -0.2 0.12
H 1.415461 4.481813 -2.769564 0.3 -0.1 0.0 0.10
H 2.960071 4.199553 -3.684124 -0.7 0.2 -0.5 0.10
H 1.894481 4.868283 -0.578644 -0.1 0.2 0.5 0.14
H 3.382451 5.469363 1.363196 0.1 -0.2 0.0 0.13
H 6.460571 6.346993 -1.497194 0.0 -0.1 -1.0 0.14
H 4.901641 5.331123 -3.331724 -0.3 0.2 -0.2 0.16
H 4.478291 8.089823 1.818026 -0.4 -0.5 -0.8 0.14
H 5.921511 9.087263 3.436536 -0.4 -0.1 0.0 0.17
H 8.996751 6.650623 2.483076 0.1 -0.2 -0.5 0.16
H 7.774941 5.572243 0.555906 0.0 -0.2 0.1 0.15
H 8.272121 9.453673 3.901736 0.0 0.1 0.5 0.13
H 9.354981 8.132383 4.054566 -0.2 -0.6 -0.7 0.12
H 7.904751 8.109703 5.032316 -0.4 0.0 -0.3 0.13
C -5.415399 0.686723 -4.368144 -0.6 -2.4 1.1 0.00
N -5.932559 1.254673 -5.539174 -0.9 1.7 -1.6 -0.14
C -6.589599 0.533123 -6.472264 0.5 0.3 -0.6 0.03
C -7.058419 1.120313 -7.628584 -0.8 1.0 0.5 0.07
C -7.072179 2.548753 -7.785734 0.0 -1.0 1.3 -0.06
C -6.410479 3.262773 -6.729974 -0.3 -1.4 -0.9 0.08
C -5.913759 2.572813 -5.594404 -0.3 2.5 -2.9 0.01
C -7.839369 3.219023 -8.914484 0.8 -0.3 -0.8 -0.12
C -8.981859 2.673443 -9.521104 -0.9 0.0 -1.4 0.06
C -9.496729 3.208733 -10.728604 2.9 2.1 1.1 0.08
N -8.868959 4.336253 -11.227214 -0.4 -0.9 -0.1 -0.08
C -7.783559 4.962753 -10.676134 -1.4 -2.9 1.0 0.06
C -7.247899 4.315983 -9.551774 0.2 1.1 -0.5 0.04
C -9.375719 4.870073 -12.535944 0.3 -0.1 1.3 0.08
H -5.190149 -0.335317 -4.672784 0.4 -0.1 0.7 0.12
H -6.327499 0.671033 -3.771554 0.6 -0.3 1.2 0.13
H -4.552049 1.194203 -3.937804 -0.3 0.0 -0.2 0.12
H -6.735729 -0.519027 -6.277254 0.3 -0.1 -0.1 0.16
H -7.530269 0.429903 -8.312014 -0.1 0.2 -0.3 0.14
H -6.214299 4.311073 -6.900194 -0.3 0.2 0.6 0.13
H -5.476449 3.162093 -4.801994 0.2 -0.4 0.1 0.15
H -9.535989 1.787273 -9.248994 0.3 -0.1 0.7 0.13
H -10.267999 2.827783 -11.381604 -0.2 -0.3 0.5 0.15
H -7.350769 5.823903 -11.163484 -0.1 0.0 -0.1 0.16
H -6.277459 4.701833 -9.276494 0.0 0.0 0.5 0.13
H -8.466119 4.909573 -13.135244 -0.6 0.6 -0.5 0.12
H -9.831269 5.789013 -12.167014 0.0 0.4 -1.2 0.13
H -10.128249 4.194043 -12.941884 0.2 0.2 0.0 0.11
C -12.409089 7.218383 6.002656 -1.6 0.6 -1.2 0.06
N -11.109589 6.618503 5.754226 -1.3 0.6 0.5 -0.09
C -10.203649 6.709883 6.691296 2.4 0.8 0.6 0.05
C -8.896369 6.325643 6.406006 -0.2 -1.9 0.8 0.08
C -8.658739 5.584903 5.247276 2.0 -0.4 0.3 -0.13
C -9.632509 5.513253 4.310416 -2.2 0.2 -1.1 0.04
C -10.892049 6.078473 4.580306 1.6 -1.4 -1.4 0.05
C -7.345769 4.807773 5.004446 -1.1 0.2 1.4 -0.08
C -7.342909 3.463553 4.668966 -0.8 0.5 -1.4 0.05
C -6.164479 2.881443 4.254366 2.0 -0.2 1.0 0.04
N -4.954199 3.512463 4.441216 -2.4 0.2 0.2 -0.07
C -4.990339 4.749733 5.032516 3.8 -2.5 -1.4 0.01
C -6.115539 5.348833 5.308346 -2.7 3.1 0.4 0.02
C -3.668849 2.958303 3.998296 0.9 0.8 -0.3 0.02
H -12.547229 7.752553 6.942696 0.4 -0.5 0.1 0.13
H -13.170459 6.460983 5.816206 -0.1 0.1 0.4 0.13
H -12.520949 7.956873 5.208786 -0.2 0.2 0.1 0.13
H -10.514019 7.211793 7.595816 0.2 -0.2 0.2 0.17
H -8.167299 6.198403 7.192556 0.0 0.8 0.3 0.14
H -9.484169 5.015923 3.363296 -0.1 0.0 -0.1 0.14
H -11.708649 6.020193 3.875906 -0.1 0.2 0.0 0.17
H -8.323849 3.034563 4.527066 0.2 -0.7 0.0 0.14
H -6.016149 1.861103 3.932956 -0.6 0.0 -0.3 0.14
H -4.013809 5.192173 5.163076 0.0 0.2 0.2 0.16
H -6.109079 6.380383 5.628116 0.3 0.1 0.3 0.16
H -3.620109 1.921653 3.665016 -0.7 -0.1 0.7 0.11
H -2.952979 3.191213 4.786576 0.0 -0.5 0.0 0.11
H -3.332719 3.502543 3.115736 -0.2 0.3 0.0 0.11
C 8.608631 -0.207447 2.421416 1.8 0.8 0.4 0.03
N 8.520091 -1.468777 3.193236 -0.3 -1.7 0.2 -0.07
C 7.443201 -2.278937 3.031136 -0.3 -0.8 1.2 0.04
C 7.231011 -3.376937 3.894906 0.9 0.9 -0.4 0.07
C 8.268201 -3.797507 4.755786 -1.9 1.1 -1.2 -0.16
C 9.403091 -3.049467 4.813786 1.0 0.7 -1.1 0.07
C 9.527891 -1.907867 4.013136 -0.6 0.7 0.9 0.07
C 8.074041 -4.928927 5.613786 1.0 -2.3 3.2 -0.12
C 8.838111 -5.133637 6.817946 -0.8 -0.5 -0.4 0.09
C 8.621721 -6.243227 7.651846 -0.6 0.5 -0.4 0.05
N 7.701831 -7.172767 7.356786 -0.4 -0.2 -1.7 -0.06
C 7.006681 -7.078467 6.162376 1.5 0.8 1.2 0.06
C 7.174671 -5.957417 5.335886 -0.5 -1.2 0.1 0.04
C 7.416611 -8.352447 8.232256 -0.4 0.0 0.5 0.06
H 7.710101 0.334483 2.126376 -0.5 -1.1 0.1 0.11
H 9.305051 -0.355797 1.596136 -0.3 -0.1 -0.2 0.12
H 9.109751 0.513763 3.067036 0.1 -0.1 0.2 0.11
H 6.760911 -2.026527 2.232916 -0.3 0.2 0.3 0.15
H 6.275271 -3.870917 3.989506 -0.1 0.1 -0.7 0.13
H 10.169601 -3.459977 5.454376 0.6 0.8 -0.2 0.14
H 10.333771 -1.207907 4.177496 0.3 -0.1 -0.3 0.16
H 9.607481 -4.481737 7.204586 -0.1 0.4 -0.3 0.13
H 9.128031 -6.357207 8.598976 0.2 0.0 0.0 0.16
H 6.445291 -7.978987 5.961616 -0.4 0.3 -0.4 0.15
H 6.617011 -5.961887 4.411006 -0.1 0.0 0.0 0.12
H 8.140921 -8.462617 9.039306 0.1 0.3 -0.3 0.12
H 7.351591 -9.292207 7.683876 0.4 0.3 -0.4 0.12
H 6.431431 -8.208317 8.675806 0.1 0.2 0.1 0.12
C 6.544551 -8.893127 -0.487024 0.3 0.1 -0.3 0.04
N 6.379961 -7.701037 -1.369764 1.2 1.1 -1.9 -0.07
C 6.960801 -7.530577 -2.637994 -1.4 -0.9 3.0 0.09
C 6.671181 -6.407487 -3.385604 0.2 -1.1 -0.4 0.04
C 5.932461 -5.335487 -2.892334 -0.4 -0.6 0.5 -0.08
C 5.509991 -5.491567 -1.536884 0.0 1.2 -1.0 0.04
C 5.724251 -6.643437 -0.846244 0.0 -1.3 -0.1 -0.03
C 5.529511 -4.194557 -3.779734 0.2 -0.2 -1.3 -0.09
C 6.109911 -3.989177 -5.071654 -0.2 0.9 0.9 0.09
C 5.759681 -2.834057 -5.766974 -1.5 0.8 0.4 0.05
N 4.733941 -2.009427 -5.347004 0.4 -0.7 0.3 -0.06
C 4.074311 -2.289877 -4.186404 1.1 1.1 -1.4 0.03
C 4.491521 -3.343987 -3.423254 -0.3 -0.5 1.0 0.03
C 4.272531 -0.911037 -6.284194 -0.2 -0.5 0.2 0.05
H 6.869741 -9.789677 -1.014804 -0.1 0.3 -0.3 0.12
H 5.576191 -9.083167 -0.024124 0.2 0.0 0.0 0.11
H 7.308761 -8.636267 0.246536 -0.1 -0.1 0.1 0.11
H 7.570831 -8.377257 -2.916164 0.0 0.1 -0.6 0.16
H 6.953381 -6.593437 -4.411364 0.2 0.8 -0.3 0.14
H 4.978281 -4.705967 -1.020664 -0.1 0.1 0.0 0.12
H 5.322451 -6.883437 0.127086 -0.1 0.6 0.1 0.14
H 6.876561 -4.642997 -5.460464 0.1 0.2 -0.1 0.13
H 6.148041 -2.366757 -6.659844 0.7 -1.1 -0.3 0.15
H 3.382411 -1.521317 -3.874944 -0.4 -0.5 0.1 0.14
H 3.959141 -3.543487 -2.505014 -0.1 0.3 0.1 0.12
H 3.410731 -0.423057 -5.828924 0.1 -0.2 -0.1 0.09
H 4.005541 -1.375747 -7.233334 -0.3 -0.1 0.2 0.12
H 5.011961 -0.155177 -6.548814 0.4 -0.3 0.6 0.11
Cl 0.781021 -5.784357 -5.910274 0.2 0.4 0.7 -0.88

[3]
14
Properties=species:S:1:pos:R:3:forces:R:3:lowdin_charge:R:1 method="wB97M-V/def2-TZVPD" e_above_lowest_kcal_mol=111.2 e_tot_ev=-8831.382 gap_ev="7.9 / 7.9"
C -0.900427 -0.919578 -0.623519 1.3 0.8 0.3 -0.20
C 0.544901 0.517084 1.181899 -0.9 0.1 0.2 -0.15
C 0.935279 -0.302093 -0.001415 0.1 -2.3 0.2 -0.29
C -0.557764 0.449142 -0.854014 -1.3 0.9 0.3 -0.16
C -0.433222 1.291416 0.291181 0.5 -0.3 -0.9 -0.10
O -1.675682 -1.271883 0.416380 0.2 0.3 0.4 0.03
N 2.045385 -0.717364 -0.401313 -0.1 0.7 -0.3 0.14
H -1.900824 -0.436998 0.885770 0.0 -0.3 -0.2 0.11
H -0.810120 -1.681044 -1.389402 0.1 0.1 0.1 0.14
H 2.062838 -1.120216 -1.335443 -0.1 -0.1 0.2 0.06
H 0.103929 -0.050335 2.005533 0.2 -0.1 0.0 0.10
H 1.382066 1.102546 1.563816 0.0 0.0 0.0 0.11
H -0.556325 0.796681 -1.884352 0.1 0.2 -0.1 0.13
H -0.240033 2.342642 0.144879 -0.1 0.1 -0.1 0.08